Entry 1:
Here is C25H51N4O4PS4Tl as an isolated structure at a distorted geometry from OMol25. Energies are from ωB97M-V with the def2-TZVPD basis set.

Each line ends with the Löwdin charge.
Element x y z (Å)
Tl: -0.816 -0.160 -1.877  0.69
C: 4.986 1.366 -1.813  -0.55
C: 3.868 2.363 -1.743  -0.48
S: 2.131 1.712 -2.171  0.65
C: 2.106 1.796 -3.994  -0.51
C: 2.021 0.397 -4.558  -0.50
S: 2.772 -0.763 -3.347  0.64
C: 3.063 -2.106 -4.513  -0.53
C: 3.383 -3.385 -3.766  -0.50
S: 3.778 -2.974 -2.027  0.76
C: 5.530 -2.634 -2.086  -0.54
C: 5.905 -1.177 -1.769  -0.45
S: 4.418 -0.211 -1.128  0.67
H: 5.824 1.652 -1.175  0.08
H: 5.402 1.235 -2.821  0.08
H: 3.941 3.168 -2.500  0.08
H: 3.634 2.730 -0.742  0.05
H: 2.921 2.410 -4.254  0.06
H: 1.219 2.368 -4.253  0.07
H: 2.751 0.374 -5.417  0.09
H: 1.018 0.058 -4.877  0.09
H: 3.916 -1.838 -5.221  0.11
H: 2.123 -2.313 -5.033  0.08
H: 4.232 -3.927 -4.192  0.08
H: 2.500 -4.045 -3.686  0.08
H: 5.853 -3.018 -3.135  0.11
H: 6.000 -3.389 -1.432  0.07
H: 6.211 -0.565 -2.652  0.08
H: 6.674 -1.084 -1.000  0.07
C: 0.168 2.275 5.856  -0.02
N: -0.981 2.474 4.946  -0.08
C: -2.178 3.119 5.523  -0.16
C: -3.087 3.822 4.537  -0.14
C: -3.376 2.903 3.329  -0.13
N: -2.203 2.068 2.987  -0.09
C: -2.194 1.639 1.622  -0.06
C: -1.015 1.926 3.698  -0.44
O: -0.057 1.274 3.227  -0.03
H: 0.056 3.048 6.604  0.08
H: 1.100 2.382 5.304  0.07
H: 0.101 1.292 6.399  0.11
H: -1.844 3.734 6.319  0.10
H: -2.767 2.405 6.114  0.13
H: -2.769 4.854 4.284  0.13
H: -4.036 3.955 5.070  0.12
H: -3.551 3.558 2.456  0.13
H: -4.218 2.188 3.495  0.14
H: -3.159 1.361 1.359  0.07
H: -1.501 0.773 1.557  0.09
H: -1.910 2.452 0.902  0.12
C: -4.000 2.137 -5.092  -0.11
C: -4.249 0.788 -4.806  -0.10
C: -3.481 0.135 -3.872  -0.19
C: -2.439 0.779 -3.248  -0.41
C: -2.184 2.094 -3.551  -0.21
C: -2.933 2.771 -4.501  -0.12
H: -4.642 2.670 -5.778  0.10
H: -5.100 0.271 -5.308  0.11
H: -3.795 -0.858 -3.527  0.08
H: -1.398 2.658 -3.011  0.08
H: -2.741 3.847 -4.668  0.11
N: 3.244 -0.242 5.244  -0.01
C: 3.504 -1.120 4.150  -0.26
C: 2.675 -0.666 2.906  -0.11
N: 2.679 0.821 2.846  0.17
H: 3.821 -0.394 6.048  0.08
H: 2.251 -0.366 5.502  0.10
H: 3.263 1.257 3.558  0.14
H: 3.269 -2.169 4.412  0.12
H: 4.581 -1.106 3.870  0.13
H: 1.642 -0.997 2.991  0.13
H: 3.092 -1.026 1.990  0.10
H: 2.941 1.215 1.920  0.17
H: 1.753 1.218 2.996  0.08
C: -6.346 -2.122 -0.968  -0.09
O: -5.201 -3.016 -0.811  -0.36
P: -3.687 -2.569 -0.469  0.75
O: -2.968 -3.996 -0.682  -0.37
C: -3.619 -5.270 -0.934  -0.10
O: -3.716 -2.266 1.109  -0.37
C: -3.246 -3.210 2.132  -0.09
H: -6.964 -2.459 -1.825  0.10
H: -6.122 -1.095 -1.258  0.08
H: -6.880 -2.103 -0.081  0.05
H: -4.073 -5.307 -1.907  0.08
H: -4.416 -5.406 -0.258  0.06
H: -2.910 -6.097 -0.763  0.10
H: -2.377 -2.791 2.701  0.09
H: -3.080 -4.218 1.681  0.08
H: -4.089 -3.334 2.854  0.09

## Properties
HOMO-LUMO gap = 6.3 eV
Net charge = +1

***

Entry 2:
Here is C25H53BClHfNP2Si2 as an isolated structure at a distorted geometry from OMol25. Energies are from ωB97M-V with the def2-TZVPD basis set.

Each line ends with the Löwdin charge.
Element x y z (Å)
Hf: 0.203 0.008 -0.089  1.32
C: 2.052 -0.124 -1.637  -0.22
C: 1.277 -1.312 -1.819  -0.38
C: 0.009 -0.900 -2.393  -0.16
Si: 1.988 -2.995 -1.430  0.50
C: 0.009 0.509 -2.518  -0.16
C: 1.280 1.013 -2.031  -0.37
Si: 1.990 2.742 -1.936  0.50
H: 3.073 -0.090 -1.248  0.11
H: -0.784 -1.575 -2.712  0.12
H: -0.786 1.119 -2.947  0.12
Cl: -4.044 0.177 1.987  -0.44
C: 3.845 2.649 -1.887  -0.17
C: 1.439 3.718 -3.411  -0.16
C: 3.844 -2.885 -1.387  -0.17
C: 1.453 -4.210 -2.723  -0.16
H: 2.084 3.420 -4.250  0.04
H: 1.579 4.794 -3.243  0.04
H: 0.401 3.538 -3.705  0.03
H: 4.213 2.119 -1.000  0.04
H: 4.269 3.663 -1.892  0.04
H: 4.205 2.123 -2.782  0.04
H: 2.081 -4.033 -3.608  0.04
H: 0.407 -4.109 -3.027  0.03
H: 1.626 -5.241 -2.386  0.04
H: 4.208 -2.521 -2.359  0.04
H: 4.274 -3.881 -1.210  0.04
H: 4.202 -2.203 -0.604  0.04
C: 1.322 3.471 -0.309  -0.42
C: 1.318 -3.452 0.297  -0.42
P: -0.312 2.774 0.118  0.99
H: 1.315 4.571 -0.389  0.04
H: 2.027 3.204 0.497  0.06
P: -0.318 -2.720 0.598  0.99
H: 2.022 -3.047 1.044  0.06
H: 1.330 -4.550 0.392  0.04
C: -0.918 -3.500 2.193  -0.51
C: -1.404 -3.690 -0.625  -0.52
C: -1.392 3.548 -1.240  -0.52
C: -0.909 3.770 1.587  -0.51
C: -1.047 2.926 2.853  -0.12
H: -1.921 4.080 1.293  0.10
C: -0.077 5.039 1.843  -0.11
H: 0.983 4.796 1.987  0.07
H: -0.440 5.533 2.756  0.09
H: -0.158 5.771 1.026  0.06
H: -1.768 2.106 2.744  0.05
H: -1.419 3.570 3.659  0.09
H: -0.093 2.494 3.174  0.03
H: -0.926 3.207 -2.177  0.05
C: -1.381 5.080 -1.228  -0.11
C: -2.832 3.022 -1.201  -0.10
H: -0.376 5.511 -1.319  0.06
H: -1.855 5.476 -0.322  0.08
H: -1.970 5.442 -2.083  0.09
H: -2.901 1.978 -1.521  0.06
H: -3.453 3.624 -1.879  0.08
H: -3.266 3.087 -0.195  0.08
H: -0.926 -3.488 -1.596  0.05
C: -2.841 -3.156 -0.677  -0.10
C: -1.404 -5.205 -0.399  -0.11
H: -0.402 -5.653 -0.422  0.07
H: -1.991 -5.677 -1.202  0.09
H: -1.891 -5.469 0.547  0.08
H: -2.902 -2.175 -1.161  0.06
H: -3.282 -3.060 0.325  0.08
H: -3.462 -3.855 -1.257  0.08
C: -1.075 -2.472 3.320  -0.11
C: -0.096 -4.734 2.623  -0.11
H: -1.925 -3.856 1.946  0.09
H: 0.972 -4.498 2.704  0.07
H: -0.202 -5.571 1.921  0.06
H: -0.448 -5.115 3.592  0.09
H: -0.135 -1.983 3.624  0.04
H: -1.467 -2.987 4.206  0.09
H: -1.828 -1.694 3.082  0.06
C: -1.926 0.018 0.025  -0.45
H: -2.509 -0.062 -0.895  0.01
H: -2.272 -0.801 0.668  -0.10
H: -2.284 0.929 0.522  -0.10
B: 0.681 0.373 4.368  -0.42
C: 1.005 0.225 2.907  -0.19
N: 1.184 0.119 1.744  0.00
H: 1.217 -0.564 4.929  0.04
H: -0.530 0.338 4.522  0.06
H: 1.161 1.444 4.709  0.04

## Properties
HOMO-LUMO gap = 5.7 eV

***

Entry 3:
Here is C25H53Cl28N2O6S as an isolated structure at a distorted geometry from OMol25. Energies are from ωB97M-V with the def2-TZVPD basis set.

Each line ends with the Löwdin charge.
Element x y z (Å)
C: 3.265 0.498 1.200  -0.06
C: 3.899 -0.464 0.172  -0.27
O: 4.531 0.250 -0.888  -0.17
C: 4.243 -0.234 -2.196  -0.19
C: 3.558 0.822 -3.060  -0.14
O: 2.127 0.681 -3.080  -0.08
C: 1.644 0.590 -1.790  -0.17
N: 0.247 1.109 -1.728  -0.02
C: -0.588 0.355 -2.725  -0.06
C: -1.993 0.046 -2.166  -0.24
C: -2.269 -1.449 -1.926  -0.36
S: -1.569 -1.956 -0.361  0.57
O: -2.217 -3.157 0.060  -0.29
O: -1.625 -0.850 0.554  -0.28
O: -0.050 -2.269 -0.724  -0.20
N: 0.301 2.537 -1.927  -0.02
C: -1.020 3.109 -2.291  -0.16
C: 0.738 3.161 -0.659  -0.44
C: -0.019 2.848 0.605  -0.02
O: 1.674 3.898 -0.674  0.16
H: 3.651 1.513 1.098  0.08
H: 3.319 0.117 2.213  0.04
H: 2.194 0.564 0.961  0.04
H: 4.662 -1.029 0.707  0.07
H: 3.113 -1.143 -0.161  0.09
H: 3.692 -1.176 -2.216  0.11
H: 5.206 -0.436 -2.677  0.13
H: 3.886 0.658 -4.088  0.13
H: 3.870 1.835 -2.802  0.09
H: 2.282 1.148 -1.101  0.13
H: 1.608 -0.448 -1.443  0.13
H: -0.088 0.832 -0.791  0.16
H: -0.595 0.815 -3.706  0.15
H: -0.082 -0.602 -2.858  0.13
H: -2.170 0.624 -1.258  0.11
H: -2.713 0.414 -2.888  0.01
H: -1.934 -2.066 -2.754  0.04
H: -3.337 -1.567 -1.812  0.03
H: 0.255 -2.967 -0.095  0.00
H: -0.945 4.186 -2.140  0.12
H: -1.816 2.744 -1.642  0.02
H: -1.236 2.956 -3.340  0.04
H: -1.073 2.636 0.463  0.03
H: 0.425 1.932 1.020  0.07
H: 0.151 3.633 1.333  0.08
C: 5.711 3.632 0.029  -1.02
Cl: 6.042 2.935 -1.562  0.56
Cl: 6.985 4.738 0.545  0.53
H: 4.775 4.177 -0.022  0.02
H: 5.643 2.822 0.747  0.01
C: 5.182 -2.670 3.752  -0.98
Cl: 5.530 -0.963 3.457  0.53
Cl: 4.050 -3.340 2.559  0.49
H: 6.112 -3.222 3.692  -0.04
H: 4.742 -2.776 4.737  0.03
C: 3.615 -4.882 -3.073  -1.00
Cl: 4.039 -4.279 -1.468  0.51
Cl: 1.965 -4.362 -3.466  0.50
H: 4.308 -4.468 -3.795  -0.02
H: 3.664 -5.964 -3.085  0.03
C: -0.410 -5.726 1.633  -0.96
Cl: -0.666 -6.235 -0.034  0.54
Cl: 0.606 -4.273 1.726  0.57
H: -1.368 -5.502 2.087  0.03
H: 0.094 -6.521 2.169  0.03
C: 8.346 -5.890 3.110  -1.00
Cl: 8.648 -5.132 4.677  0.52
Cl: 6.707 -5.556 2.531  0.52
H: 9.054 -5.495 2.391  0.03
H: 8.466 -6.962 3.212  0.03
C: -3.079 5.748 2.107  -1.00
Cl: -1.449 6.374 2.373  0.53
Cl: -3.048 4.050 1.612  0.50
H: -3.641 5.824 3.031  0.03
H: -3.554 6.325 1.323  0.02
C: -3.512 -2.583 -4.617  -0.87
Cl: -1.870 -2.453 -5.254  0.56
Cl: -3.957 -1.157 -3.655  0.73
H: -4.205 -2.672 -5.445  0.04
H: -3.570 -3.457 -3.978  0.05
C: -4.487 2.437 -4.365  -1.00
Cl: -4.569 3.381 -5.850  0.56
Cl: -3.461 3.217 -3.141  0.59
H: -5.486 2.330 -3.962  -0.03
H: -4.063 1.466 -4.591  -0.02
C: -6.696 3.321 -0.229  -0.99
Cl: -6.237 4.750 0.702  0.52
Cl: -5.829 3.225 -1.776  0.55
H: -6.440 2.448 0.360  -0.08
H: -7.760 3.363 -0.429  0.03
C: -6.440 -0.128 2.353  -0.99
Cl: -7.989 0.035 1.524  0.52
Cl: -5.493 1.367 2.265  0.54
H: -6.628 -0.353 3.397  -0.01
H: -5.875 -0.925 1.885  0.03
C: -2.139 1.730 4.554  -1.02
Cl: -0.484 2.257 4.198  0.51
Cl: -3.130 3.043 5.190  0.51
H: -2.590 1.375 3.633  0.00
H: -2.098 0.934 5.288  0.03
C: 2.771 -1.896 -5.984  -1.03
Cl: 1.162 -2.330 -6.559  0.50
Cl: 3.961 -3.180 -6.241  0.54
H: 3.102 -1.004 -6.504  0.03
H: 2.702 -1.710 -4.918  -0.01
C: 2.736 0.642 6.716  -1.02
Cl: 4.419 0.383 6.243  0.50
Cl: 1.813 -0.868 6.715  0.49
H: 2.714 1.061 7.715  0.03
H: 2.278 1.323 6.009  0.01
C: -9.514 0.778 5.085  -1.00
Cl: -7.914 1.523 5.221  0.52
Cl: -9.403 -0.947 4.720  0.51
H: -10.036 0.901 6.026  0.03
H: -10.053 1.266 4.283  0.03

## Properties
HOMO-LUMO gap = 10.2 eV
Net charge = +1

***

> Which of these has the highest HOMO-LUMO gap?

C25H53Cl28N2O6S

***

> The highest HOMO-LUMO gap belongs to which entry?

C25H53Cl28N2O6S

***

> Among the records above, which one has the lowest HOMO-LUMO gap?

C25H53BClHfNP2Si2